A cluster of 2 separate species, C9H20O2 in total. Source: OMol25; level of theory: ωB97M-V/def2-TZVPD.

Each line ends with the Mulliken charge.
CARTESIAN COORDINATES (ANGSTROEM)
C  2.158752  1.658313  -0.183252  -1.23
C  1.942129  0.154471  -0.325818  -0.12
C  3.169851  -0.708535  -0.042210  0.47
C  3.716340  -0.538224  1.354894  -1.42
O  4.201008  -0.330199  -0.956085  -0.58
H  1.335909  2.218995  -0.638807  0.37
H  3.100138  1.983301  -0.655054  0.28
H  2.193372  1.989105  0.866677  0.35
H  1.642005  -0.090033  -1.347736  0.41
H  1.134880  -0.179255  0.322910  -0.16
H  2.900978  -1.772792  -0.222299  0.26
H  4.619981  -1.153280  1.467965  0.36
H  3.988378  0.506605  1.523356  0.34
H  2.985109  -0.823563  2.109997  0.34
H  3.790908  -0.041028  -1.784982  0.33
C  -1.671846  -1.979086  -0.070755  -1.26
C  -2.612531  -0.783851  -0.177940  0.86
C  -4.068494  -1.166069  -0.464898  -1.53
C  -2.549229  0.265653  0.975824  -0.74
C  -2.719707  1.668834  0.437474  0.06
O  -2.186433  2.112053  -0.563628  -0.48
H  -1.811955  -2.601897  0.834516  0.32
H  -1.775537  -2.640108  -0.930968  0.40
H  -0.615077  -1.636225  -0.085810  0.10
H  -2.262374  -0.226876  -1.064433  0.17
H  -4.710334  -0.284144  -0.308114  0.37
H  -4.110960  -1.583068  -1.464186  0.39
H  -4.421584  -1.931435  0.216872  0.36
H  -3.269883  0.099926  1.779632  0.35
H  -1.563599  0.248923  1.452389  0.34
H  -3.458546  2.232977  1.065871  0.29

Cartesian forces (eV/Å) of the 3 atoms listed first:
0.1 0.4 0.2
0.1 -0.2 0.1
-0.3 0.1 -0.4

## Properties
- Max |F|: 1.59 eV/Å
- ΔE to the lowest compared entry with this formula, charge and spin: 0.00 kJ/mol
- Calculated total energy: -13751.7991 eV
- Gap between HOMO and LUMO: 10.76 eV
- Total charge: 0
- LUMO level: 0.028 Ha
- HOMO level: -9.99 eV

---

A structure of composition C10H12N4O4Tl. Source: OMol25; level of theory: ωB97M-V/def2-TZVPD.

Each line ends with the Mulliken charge.
CARTESIAN COORDINATES (ANGSTROEM)
Tl  -0.077311  -1.140377  -2.631217  1.33
O  -1.138076  4.777996  -2.771060  -0.13
C  -0.772626  3.700715  -2.950233  0.14
C  2.794010  -1.295984  -2.862602  0.10
O  3.890100  -1.628499  -2.827271  -0.02
C  -2.489200  -2.215192  -2.481817  0.08
O  -3.480978  -2.756067  -2.696420  0.02
C  -0.141179  -0.275720  -5.441176  0.08
O  -0.271187  -0.029013  -6.557898  0.02
C  -0.159163  1.330689  0.289131  -0.65
N  -0.011600  -0.134745  -0.120209  -0.07
C  -1.122410  -0.895016  0.587806  -0.68
N  -1.039386  -0.774840  2.050376  0.23
C  -1.115744  0.670290  2.423246  -0.72
N  -0.077664  1.502707  1.756464  0.46
C  1.207228  0.948145  2.263425  -0.74
N  1.424987  -0.473724  1.872046  0.26
C  1.331255  -0.598462  0.409252  -0.68
C  0.309228  -1.236358  2.497991  -0.70
H  -1.120628  1.711256  -0.076275  0.38
H  0.645872  1.925251  -0.179952  0.37
H  -1.081794  -1.960647  0.310676  0.43
H  -2.087061  -0.483089  0.253366  0.36
H  -0.907848  0.717465  3.506637  0.43
H  -2.112272  1.060605  2.186253  0.36
H  2.046929  1.560950  1.905324  0.36
H  1.137614  0.955472  3.356179  0.44
H  1.508237  -1.643179  0.121120  0.44
H  2.122107  0.026827  -0.042969  0.35
H  0.363560  -1.044808  3.583426  0.41
H  0.425009  -2.302648  2.266371  0.34

Cartesian forces (eV/Å) of the 3 atoms listed first:
0.4 0.7 -0.3
1.2 -3.6 -0.7
-1.2 3.5 0.7

## Properties
- Max |F|: 5.01 eV/Å
- ΔE to the lowest compared entry with this formula, charge and spin: 55.22 kJ/mol
- Calculated total energy: -29371.9279 eV
- Gap between HOMO and LUMO (alpha / beta): 5.16 / 5.82 eV
- Total charge: +3
- LUMO level (alpha / beta): -0.587 / -0.550 Ha
- HOMO level (alpha / beta): -21.13 / -20.78 eV

---

A structure of composition C4H11O4Sm. Source: OMol25; level of theory: ωB97M-V/def2-TZVPD.

Each line ends with the Mulliken charge.
CARTESIAN COORDINATES (ANGSTROEM)
O  -0.478611  -1.107514  1.809090  -0.78
C  0.754304  -1.533601  1.302641  -0.34
C  0.669024  -2.081594  -0.114064  -0.46
O  -0.183858  -1.188795  -0.847929  -0.33
C  -0.126629  -1.321188  -2.261869  -0.73
Sm  -1.991611  -0.437277  0.510025  1.49
H  1.231406  -2.301024  1.936373  0.34
H  1.398418  -0.633100  1.259281  0.20
H  0.260614  -3.102435  -0.164409  0.31
H  1.663319  -2.100805  -0.582847  0.37
H  -0.833026  -0.598470  -2.680992  0.27
H  0.887095  -1.089594  -2.616449  0.28
H  -0.391087  -2.350800  -2.543239  0.33
O  -1.234115  1.709155  1.507465  -0.44
H  -0.394317  1.461897  2.201145  0.38
C  -0.173308  3.352805  0.251796  -0.54
O  -1.415283  2.743968  0.564389  -0.14
H  0.440276  2.696924  -0.382313  0.25
H  -0.452335  4.252505  -0.313513  0.26
H  0.369721  3.628943  1.165416  0.28

Cartesian forces (eV/Å) of the 3 atoms listed first:
0.3 -0.6 0.1
0.4 0.5 0.3
0.3 -0.4 0.0

## Properties
- Max |F|: 4.43 eV/Å
- ΔE to the lowest compared entry with this formula, charge and spin: 63.71 kJ/mol
- Calculated total energy: -30410.3159 eV
- Gap between HOMO and LUMO (alpha / beta): 6.93 / 9.27 eV
- Total charge: +1
- Multiplicity: 7
- <S²>: 12.01
- LUMO level (alpha / beta): -0.135 / -0.137 Ha
- HOMO level (alpha / beta): -10.60 / -13.01 eV

---

A cluster of 2 separate species, C6H12O in total. Source: OMol25; level of theory: ωB97M-V/def2-TZVPD.

Each line ends with the Mulliken charge.
CARTESIAN COORDINATES (ANGSTROEM)
C  -2.243301  -0.012373  0.858691  -1.22
C  -1.112285  0.875567  0.336948  -0.66
C  -0.286555  0.169548  -0.724852  0.45
C  1.141211  0.766323  -1.029622  -1.33
C  0.682619  -0.840030  -0.360880  -0.38
C  1.427700  -1.026497  0.939247  -0.44
O  2.744245  -0.876158  0.633736  -0.73
H  -2.900675  -0.336481  0.041820  0.33
H  -2.855273  0.520614  1.595916  0.36
H  -1.840517  -0.912431  1.339124  0.31
H  -0.470238  1.183321  1.171594  0.34
H  -1.523233  1.794771  -0.100126  0.34
H  -0.854077  -0.043420  -1.632088  0.46
H  1.356922  0.818851  -2.100087  0.33
H  1.216657  1.738714  -0.525132  0.45
H  0.965653  -1.573097  -1.121034  0.41
H  1.047453  -0.339250  1.721291  0.18
H  1.172428  -2.049066  1.279243  0.34
H  2.337321  0.131074  -0.305220  0.46

Cartesian forces (eV/Å) of the 3 atoms listed first:
0.0 0.0 0.0
0.0 0.1 0.0
-0.4 0.2 -0.1

## Properties
- Max |F|: 2.67 eV/Å
- ΔE to the lowest compared entry with this formula, charge and spin: 389.48 kJ/mol
- Calculated total energy: -8460.3173 eV
- Gap between HOMO and LUMO: 9.66 eV
- Total charge: 0
- LUMO level: 0.033 Ha
- HOMO level: -8.75 eV

---

A structure of composition C3H2O2Tl. Source: OMol25; level of theory: ωB97M-V/def2-TZVPD.

Each line ends with the Mulliken charge.
CARTESIAN COORDINATES (ANGSTROEM)
H  -3.095229  0.973452  0.064154  0.40
O  -0.911353  1.038295  -0.002337  -0.04
O  0.763426  -0.588260  0.036962  -0.36
C  -2.175648  0.402123  -0.048928  0.26
C  -1.743346  -0.872232  -0.055947  -0.34
C  -0.394817  -0.286620  -0.020044  0.98
H  -2.160532  -1.866124  0.055060  0.41
Tl  2.637055  0.160147  -0.004590  0.70

Cartesian forces (eV/Å) of the 3 atoms listed first:
0.0 0.1 -0.3
-2.7 -1.3 -0.3
-7.7 -1.7 0.1

## Properties
- Max |F|: 7.93 eV/Å
- ΔE to the lowest compared entry with this formula, charge and spin: 8.30 kJ/mol
- Calculated total energy: -11908.0397 eV
- Gap between HOMO and LUMO (alpha / beta): 7.73 / 4.90 eV
- Total charge: +2
- Multiplicity: 2
- <S²>: 0.76
- LUMO level (alpha / beta): -0.434 / -0.538 Ha
- HOMO level (alpha / beta): -19.54 / -19.53 eV

---

Among the records above, which one has the highest calculated total energy?
C6H12O